Entry 1:
Entry from OMol25: a molecular structure, C34H64N2O10Pb in a non-equilibrium geometry (ωB97M-V/def2-TZVPD).

Results
Strongest force on any atom ... 0.152 Eh/bohr
Energy above the lowest of the compared OMol25 structures with the same formula, charge and spin ... 0.0000 eV
LUMO level ... 0.01572 hartree
Multiplicity ... 1
Kohn-Sham gap ... 5.724 eV
HOMO level ... -0.195 Eh

Cartesian coordinates (Å):
C 1.03 -0.65 3.84
H 5.18 1.75 -1.70
C 1.09 4.13 0.64
C 0.78 -4.77 0.65
H 0.66 -4.26 1.61
H -2.64 -2.29 4.05
H 0.07 5.54 2.55
C -0.75 -4.17 -2.48
H -3.85 1.68 -1.01
H 0.16 -1.83 7.77
O 1.69 0.28 4.56
H 5.43 1.06 0.82
H 1.73 4.97 0.38
H 2.51 -6.79 -2.32
H 4.10 2.94 -1.02
H 3.62 -2.75 -0.06
C 0.03 1.34 -5.72
H 2.95 1.52 1.81
H 1.49 -2.46 6.66
C 0.92 -2.57 -3.62
O -1.44 1.45 -3.99
C 3.16 1.00 -1.41
H 1.41 3.56 1.51
H -1.97 0.30 -5.59
H -0.11 -2.94 6.42
O 0.19 -1.22 4.52
C -1.43 1.23 -5.41
O 2.38 0.96 -0.17
H -3.31 1.05 0.62
C 2.70 -5.30 -0.97
H 3.66 -4.05 1.07
N 1.38 -3.12 -1.26
H -4.59 3.65 0.88
C -3.23 -1.68 3.36
H 0.30 -1.73 -3.30
C -0.78 5.23 1.94
C 0.47 -2.08 6.75
H 2.59 -4.61 -3.42
H 0.21 0.36 -6.17
H -2.21 3.59 -2.03
C -2.31 2.24 -6.17
C -0.70 5.21 -0.66
H -1.20 -2.63 1.92
H -1.77 2.75 -6.97
C -0.43 4.42 0.74
C -0.33 1.09 -3.49
H -0.27 -4.62 0.38
C 1.85 -6.01 -1.93
H 0.56 -2.80 -4.62
H 3.62 0.01 1.30
H 3.30 -0.04 -1.70
H -1.21 6.21 1.69
H 0.29 2.15 -6.40
C -3.04 1.62 -0.28
O -0.80 2.23 1.81
H -4.37 -2.01 1.51
C -3.54 3.59 1.19
H -1.30 -3.28 -2.15
H -3.29 4.51 1.72
H -4.22 -1.55 3.81
C -2.18 5.43 -0.94
H 0.91 1.20 6.26
H -3.17 1.73 -6.62
H 3.18 -5.86 -0.16
O 0.62 -2.01 -0.73
H 0.99 -5.38 -3.88
H -0.34 6.22 -0.46
C 1.36 0.27 5.91
H 3.46 -4.80 -1.58
C -2.53 3.13 0.15
H -0.15 4.90 -1.55
H -3.76 4.10 -1.34
O -0.18 0.90 -2.34
C -2.08 -2.17 1.45
O 0.95 -0.60 2.59
H 2.13 -0.03 6.61
H -2.76 2.98 -5.51
H 0.94 -6.54 -1.63
H 4.84 2.68 0.95
C 3.32 0.99 0.93
C 4.63 1.72 0.49
C 0.15 -0.77 5.89
H 1.15 3.53 -0.27
N -1.13 3.11 0.62
H -3.64 2.84 1.97
O -1.92 -0.76 1.69
H -2.24 1.20 -0.89
H -1.20 -4.34 -3.46
H -2.46 6.13 -1.72
H -3.72 -3.50 2.19
H 2.49 -2.83 1.34
C 1.92 -4.09 -0.28
H -1.38 4.77 2.72
C 1.59 -4.92 -3.10
H 2.66 1.50 -2.25
C 4.33 1.88 -1.03
H -2.11 -2.31 0.37
H -0.83 -4.95 -1.73
C -2.70 3.97 -1.13
C -3.49 -2.46 1.96
H 0.99 -5.80 0.90
H -1.92 0.04 3.51
C -2.67 -0.41 2.86
H -3.44 0.30 2.56
C 0.76 -3.65 -2.55
H -0.83 -0.39 6.18
C 2.98 -3.39 0.55
Pb 0.08 0.30 0.39
H 1.98 -2.40 -3.79
O 0.66 1.23 -4.47
H -2.68 5.89 -0.09

Results of the Mulliken charge analysis, in e, for atoms 1 through 8:
1 C 0.32
2 H 0.46
3 C -1.83
4 C -1.51
5 H 0.20
6 H 0.16
7 H 0.46
8 C -1.46

Entry 2:
Entry from OMol25: 8 unconnected molecules or ions with the total composition C34H64O24P4 in a non-equilibrium geometry (ωB97M-V/def2-TZVPD).

Results
Strongest force on any atom ... 0.035 Eh/bohr
LUMO level ... 0.00791 hartree
Multiplicity ... 1
SMILES ... COP(=O)(OC)OC.COP(=O)(OC)OC.COP(=O)(OC)OC.COP(=O)(OC)OC.Oc1ccc(O)cc1.Oc1ccc(O)cc1.Oc1ccc(O)cc1.COCCOC
Kohn-Sham gap ... 7.949 eV
HOMO level ... -0.284 Eh

Cartesian coordinates (Å):
H -4.39 1.35 6.18
O -2.01 -4.36 2.24
O -1.52 6.08 1.69
H -2.26 -3.51 -5.76
C 3.69 2.42 2.98
H -3.46 -3.21 -4.50
H 1.37 4.02 1.73
P -1.47 5.18 0.35
O -0.58 0.13 -0.70
C -1.59 -1.25 -4.62
H 0.13 2.66 -3.48
H -3.69 -7.09 3.52
C -3.50 -0.65 6.08
H -4.07 3.09 1.51
O 0.04 4.63 0.31
C -1.45 -2.74 -0.92
O 0.69 6.16 -3.95
H -1.89 -3.64 -0.49
C -2.41 -3.48 -4.67
C -2.59 1.32 5.05
H -2.17 -4.86 -2.98
H 1.10 -3.61 -4.14
O -1.90 -6.10 4.07
H -0.88 7.92 2.43
H -3.37 -2.84 1.93
O -0.85 -5.26 -4.50
C -1.50 0.60 4.59
H 2.80 -0.16 1.00
C 3.63 5.07 -4.62
H 3.39 6.69 -0.52
C -2.12 -4.82 -4.07
C -2.39 -1.36 5.63
H 3.74 5.73 -5.48
C 2.94 1.36 2.49
C 2.08 -1.73 -4.43
H -2.56 -0.81 -4.37
O 1.45 -1.47 -5.62
H 0.61 2.70 0.81
H -3.69 0.97 1.10
H 3.00 4.20 -4.82
C 3.40 -2.28 -2.04
H -0.84 -3.09 -1.75
O 1.67 6.29 -1.57
C -1.02 7.42 1.48
H -0.05 7.40 0.99
H -1.26 -7.29 -4.54
C 4.82 2.86 2.32
O 3.19 5.83 -3.51
C 2.94 -0.79 -3.86
C -2.92 0.45 1.67
H 0.96 -4.13 1.59
C 4.49 1.17 0.66
C 2.61 5.94 -0.55
O 1.62 4.02 -2.80
H -4.07 -4.35 2.53
P -1.00 -5.02 3.33
H -0.50 4.15 -2.77
C 1.87 -2.92 -3.80
C -0.54 -6.58 -4.12
H 4.09 -3.45 -0.61
P 1.68 5.62 -3.00
H 6.37 2.38 -0.41
P -0.84 -0.75 0.62
C 0.71 0.08 -1.33
C 0.43 3.66 1.30
H 3.17 0.11 -4.42
H -1.72 7.92 0.81
H 4.60 4.62 -4.39
H 4.68 0.72 -0.31
H 3.02 4.94 -0.74
H -3.61 2.94 4.90
H 1.76 -5.67 1.50
O 1.85 0.89 3.15
H 0.45 -6.79 -4.50
H 3.48 2.91 3.92
C 2.58 -3.24 -2.64
O -0.10 -5.83 2.31
H -0.27 3.51 2.12
H 1.45 0.17 2.61
H 0.21 2.99 -1.73
H 2.53 -4.24 -2.22
C -1.38 -0.75 4.91
C -3.20 -3.70 2.59
O -2.30 3.90 0.76
H -3.46 4.41 2.41
H -1.46 -1.25 -5.71
H -0.80 -0.64 -4.19
C -3.57 0.72 5.84
H -3.38 -0.08 2.50
C 0.79 -5.19 1.39
H -2.24 -2.08 -1.28
H -3.15 -3.18 3.55
O 3.97 -2.53 -0.83
H 0.45 0.13 -2.39
H 5.29 3.79 2.64
C 3.59 -1.06 -2.68
O -2.40 -0.63 0.82
H -1.67 -3.03 5.17
C -2.62 -7.06 3.31
H -0.54 -6.62 -3.02
O -0.59 -2.24 0.13
H -4.29 4.69 0.88
H 0.42 -5.39 0.39
C 3.34 0.72 1.30
C 5.19 2.25 1.13
O -1.45 -2.57 -4.15
O -0.02 -0.41 1.77
H 4.27 -0.36 -2.22
H -2.94 -5.46 -4.43
O -2.71 2.65 4.71
H 2.11 5.85 0.42
O -2.31 -2.73 5.83
H -4.28 -1.21 6.58
H 1.63 -0.59 -5.96
H -2.09 1.12 1.88
H -0.51 -1.29 4.56
H -2.47 -7.02 2.23
H -2.29 -8.04 3.66
C -3.56 4.05 1.38
H 1.40 0.86 -1.01
O 6.26 2.79 0.45
O -0.29 -4.12 4.24
C 0.32 3.42 -2.73
H 1.26 -0.85 -1.13
H -0.71 1.03 3.99
O -1.85 5.78 -0.94

Results of the Mulliken charge analysis, in e, for atoms 1 through 8:
1 H 0.33
2 O 0.12
3 O -0.28
4 H 0.36
5 C -0.67
6 H 0.40
7 H 0.23
8 P 0.36